[1]
Entry from the Open Molecules 2025 dataset: a molecular structure, C4H13N2 (ωB97M-V/def2-TZVPD).

Each line ends with the Löwdin charge.
Element x y z (Å)
1 C 0.281 -0.861 -0.955  -0.220
2 C -0.676 -1.459 0.070  -0.179
3 C -2.021 -0.738 0.108  -0.173
4 C -1.873 0.748 0.453  -0.214
5 N -1.326 1.443 -0.674  0.166
6 N 0.794 0.386 -0.464  0.178
7 H -0.225 -0.725 -1.928  0.162
8 H 1.143 -1.509 -1.163  0.158
9 H -0.839 -2.515 -0.153  0.127
10 H -0.189 -1.418 1.046  0.124
11 H -2.688 -1.243 0.804  0.125
12 H -2.493 -0.813 -0.874  0.123
13 H -2.817 1.207 0.760  0.150
14 H 7.189 1.235 1.636  0.000
15 H -1.170 0.852 1.303  0.159
16 H -0.181 1.138 -0.658  0.039
17 H 6.906 1.096 2.300  0.000
18 H 1.575 0.707 -1.057  0.134
19 H -1.390 2.468 -0.555  0.139

Values from the calculation:
ΔE to the lowest compared entry with this formula, charge and spin (kJ/mol): 642.7
E (Ha): -269.255878
Maximum force (Eh/bohr): 0.0133
Net charge: +1

[2]
Entry from the Open Molecules 2025 dataset: a molecular structure, C4H13N2 (ωB97M-V/def2-TZVPD).

Each line ends with the Löwdin charge.
Element x y z (Å)
1 C 0.369 1.235 0.114  -0.173
2 N 1.428 0.944 -0.747  0.182
3 C -0.729 0.327 -0.084  -0.053
4 N 2.686 -1.010 0.873  0.047
5 C -3.207 0.021 0.144  -0.044
6 C -1.904 0.672 0.534  -0.023
7 H 0.180 2.158 0.674  0.164
8 H 1.292 0.667 0.572  0.182
9 H 1.934 1.773 -1.056  0.129
10 H 1.104 -2.557 -1.902  0.025
11 H -0.645 -0.520 -0.730  0.111
12 H 2.560 -0.241 0.195  -0.030
13 H 3.202 -0.736 1.697  0.030
14 H 3.021 -1.919 0.612  0.028
15 H -4.018 0.754 0.039  0.098
16 H -3.483 -0.782 0.835  0.105
17 H -3.127 -0.398 -0.855  0.086
18 H 1.184 -1.859 -2.196  0.007
19 H -1.848 1.472 1.281  0.129

Values from the calculation:
ΔE to the lowest compared entry with this formula, charge and spin (kJ/mol): 662.5
E (Ha): -269.248342
Maximum force (Eh/bohr): 0.0793
Net charge: +1

[3]
Entry from the Open Molecules 2025 dataset: a gas-phase ion, C4H13N2 (charge +1) (ωB97M-V/def2-TZVPD).

Each line ends with the Löwdin charge.
Element x y z (Å)
1 C 1.582 0.745 1.465  -0.050
2 C 0.011 0.783 0.800  -0.225
3 N -0.681 -0.612 1.239  0.129
4 C -0.151 0.928 -0.750  -0.180
5 C -0.015 -0.369 -1.597  -0.252
6 N -1.237 -1.168 -1.527  -0.021
7 H 1.774 -0.235 2.161  0.100
8 H 2.296 0.561 0.521  0.094
9 H 2.055 1.643 2.094  0.108
10 H -0.665 1.499 1.297  0.130
11 H -0.571 -1.052 2.217  0.190
12 H -1.669 -0.480 1.149  0.119
13 H -0.588 -1.386 0.411  0.172
14 H -0.956 1.558 -1.048  0.099
15 H 0.701 1.619 -1.050  0.139
16 H 0.924 -0.867 -0.959  0.168
17 H 0.268 -0.141 -2.598  0.099
18 H -1.096 -2.155 -1.671  0.082
19 H -1.982 -0.872 -2.154  0.099

Values from the calculation:
ΔE to the lowest compared entry with this formula, charge and spin (kJ/mol): 272.0
Structure (SMILES): C[C@H]([NH3+])CCN
E (Ha): -269.397082
Maximum force (Eh/bohr): 0.0698
Net charge: +1

[4]
Entry from the Open Molecules 2025 dataset: 2 unconnected molecules or ions with the total composition C4H13N2 (ωB97M-V/def2-TZVPD).

Each line ends with the Löwdin charge.
Element x y z (Å)
1 C 0.437 1.227 -1.069  -0.220
2 N -0.247 2.141 -2.009  0.045
3 C -0.365 0.240 -0.228  -0.374
4 N 0.379 -0.440 0.768  0.406
5 C 1.217 -3.681 1.922  -0.040
6 C -1.655 0.928 0.422  0.060
7 H 0.977 1.984 -0.500  0.128
8 H 1.235 0.697 -1.665  0.160
9 H 0.059 3.072 -2.118  0.073
10 H -0.368 1.643 -2.990  0.158
11 H -0.824 -0.350 -1.023  0.152
12 H 0.938 0.247 1.261  0.115
13 H 0.623 -2.970 1.437  -0.048
14 H 2.269 -3.359 1.932  0.027
15 H 1.221 -4.616 1.417  0.011
16 H 0.974 -3.805 2.978  0.030
17 H -1.326 1.648 1.179  0.100
18 H -2.312 0.146 0.861  0.113
19 H -2.191 1.470 -0.360  0.106

Values from the calculation:
ΔE to the lowest compared entry with this formula, charge and spin (kJ/mol): 650.6
E (Ha): -269.252893
Maximum force (Eh/bohr): 0.1090
Net charge: +1

[5]
Entry from the Open Molecules 2025 dataset: 2 unconnected molecules or ions with the total composition C4H13N2 (ωB97M-V/def2-TZVPD).

Each line ends with the Löwdin charge.
Element x y z (Å)
1 C 2.137 1.200 -1.040  0.012
2 C -2.331 1.109 0.379  -0.136
3 C 0.766 -1.916 0.897  0.032
4 C 1.843 -0.032 -0.239  -0.057
5 N -2.123 -0.188 -0.275  -0.055
6 N 0.798 -0.786 -0.109  0.052
7 H 2.251 1.861 -0.202  0.102
8 H 1.326 1.401 -1.720  0.092
9 H 3.073 1.071 -1.569  0.105
10 H -1.313 1.526 0.624  0.086
11 H -2.934 1.782 -0.194  0.074
12 H -2.983 1.080 1.183  0.053
13 H -0.265 -2.107 0.812  0.068
14 H 1.430 -2.675 0.663  0.077
15 H 1.002 -1.444 1.877  0.121
16 H 2.644 -0.288 0.383  0.128
17 H -2.752 -0.904 0.091  0.094
18 H -2.387 -0.173 -1.199  0.044
19 H -0.181 -0.517 -0.360  0.109

Values from the calculation:
ΔE to the lowest compared entry with this formula, charge and spin (kJ/mol): 191.8
E (Ha): -269.427625
Maximum force (Eh/bohr): 0.0741
Net charge: +1